Record 1
Below is a structure of composition C10H14Br2O in a non-equilibrium geometry, with properties calculated with the ωB97M-V functional and the def2-TZVPD basis.

HOMO level (alpha / beta): -8.1 / -8.0 eV
gap between HOMO and LUMO (alpha / beta): 7.766 / 7.392 eV
M: 310.03 Da
multiplicity: 1

Last column: Mulliken charge in e.
Positions of all 27 atoms, in Å:
C -0.13613 0.14477 1.77181  0.55
C -1.51131 0.15438 1.24538  -1.21
C -1.34726 1.75154 -0.79488  -1.07
C -1.33695 0.23439 -0.26940  0.07
C 0.76566 -0.43489 0.77480  -0.05
C 0.02593 -0.65742 -0.45752  1.64
C -0.29913 2.59622 -0.08727  -0.08
C 2.19477 -0.81481 0.92888  -1.92
C -0.26519 -2.20382 -0.30354  -1.49
C 0.74882 -0.44157 -1.82241  -1.25
O 0.25088 0.67229 2.84967  -0.70
Br -0.86796 3.86036 1.32554  -0.09
Br 1.36778 2.93362 -0.77045  -0.06
H -1.92140 -0.82348 1.47675  0.41
H -2.01806 0.96814 1.72580  0.44
H -1.17477 1.57953 -1.82073  0.50
H -2.30563 2.20701 -0.52086  0.51
H -2.22169 -0.26442 -0.81942  0.40
H 2.38410 -1.79667 0.77606  0.47
H 2.55544 -0.63415 1.94189  0.40
H 2.73541 -0.19111 0.27291  0.36
H -0.75355 -2.59042 -1.14511  0.50
H -0.52562 -2.48855 0.70543  0.36
H 0.82241 -2.50574 -0.47941  0.40
H 0.65106 0.54484 -2.30257  0.37
H 0.26007 -1.19020 -2.55234  0.28
H 1.92236 -0.60985 -1.64902  0.26

---

Record 2
Below is the molecule C10H14Cl2Si in a non-equilibrium geometry, with properties calculated with the ωB97M-V functional and the def2-TZVPD basis.

HOMO level: -9.7 eV
gap between HOMO and LUMO: 10.450 eV
M: 233.21 Da
multiplicity: 1
SMILES string: CC(C)(C)[Si](Cl)(Cl)c1ccccc1

Last column: Mulliken charge in e.
Positions of all 27 atoms, in Å:
C 0.39853 1.89653 -2.50574  -1.88
C 0.57413 1.49365 -1.02524  1.49
C -0.13650 2.49511 -0.12194  -1.76
C 2.03967 1.22625 -0.60346  -1.46
Si -0.50599 -0.07152 -0.99831  0.81
Cl 0.20077 -1.30362 -2.51808  -0.33
Cl -2.46751 0.45025 -1.60438  -0.33
C -0.64186 -1.07806 0.54622  0.52
C 0.19826 -0.96642 1.63278  -0.12
C 0.13715 -1.87863 2.66541  -0.56
C -0.71160 -2.96351 2.62575  -0.53
C -1.58793 -3.05306 1.54268  -0.49
C -1.54919 -2.12646 0.50977  -0.65
H 0.94659 2.84601 -2.73117  0.38
H 0.83276 1.12995 -3.16174  0.47
H -0.66633 2.04551 -2.71100  0.44
H -0.39646 2.08465 0.85003  0.38
H -1.07815 2.75152 -0.57724  0.40
H 0.54800 3.33156 -0.03229  0.49
H 2.51327 2.07423 -0.07160  0.31
H 2.66133 0.99053 -1.45201  0.40
H 2.16517 0.33302 0.03475  0.29
H 0.87347 -0.11262 1.69361  0.28
H 0.81999 -1.74283 3.48080  0.38
H -0.72683 -3.72359 3.40036  0.38
H -2.25544 -3.89009 1.45172  0.37
H -2.18530 -2.23837 -0.31969  0.33

---

The calculation returns the following relative energy (zero: lowest compared OMol25 entry of this formula, charge and spin) values, one per record and in order: 2.349, 0.000 eV.